Version i
# C3H11N2

A 2-piece molecular cluster, C3H11N2 overall (ωB97M-V with the def2-TZVPD basis set, the OMol25 dataset).

Values from the calculation:
highest occupied orbital energy = -14.5 eV
net charge = +1
Kohn-Sham gap = 11.12 eV
molecular weight = 75.13 g/mol

XYZ file:
```
16
C3H11N2 | the OMol25 dataset | ωB97M-V with the def2-TZVPD basis set
C -0.9852 2.4384 -0.7028
N -1.2042 0.9960 -0.3485
H 0.0211 2.4874 -1.1247
H -1.0015 3.0539 0.1930
H -1.7225 2.6756 -1.4555
H -1.4168 0.5041 -1.2194
H -0.3080 0.4776 -0.0136
H -1.8632 0.7940 0.4486
C 0.4490 -2.2320 -0.1374
C 1.6917 -0.8769 1.3509
N 0.8133 -0.8292 0.3344
H 0.7096 -2.7872 0.7138
H -0.6113 -2.2001 -0.1950
H 0.9399 -2.5494 -1.0945
H 2.3745 -0.0682 1.4589
H 2.1136 -1.8839 1.7921
```

Atom charges from the Löwdin analysis, given in e for atoms 1 to 2:
1. C -0.016
2. N 0.085

---

Version ii
# C3H11N2

A 2-piece molecular cluster, C3H11N2 overall (ωB97M-V with the def2-TZVPD basis set, the OMol25 dataset).

Values from the calculation:
highest occupied orbital energy = -14.9 eV
net charge = +1
Kohn-Sham gap = 10.28 eV
molecular weight = 75.13 g/mol

XYZ file:
```
16
C3H11N2 | the OMol25 dataset | ωB97M-V with the def2-TZVPD basis set
C -0.9727 -2.1302 0.1604
N -1.3580 -0.7283 -0.1504
H -0.8719 -2.6537 -0.7891
H -0.0246 -2.1977 0.6965
H -1.6942 -2.6347 0.8013
H -1.9101 -0.6615 -0.9978
H -0.2279 0.1753 -0.0841
H -1.9783 -0.4223 0.5961
C 0.5715 2.3016 0.0925
C 1.7688 0.2066 -0.1982
N 0.7175 0.9186 -0.3706
H -0.4055 2.6438 -0.2500
H 1.3676 2.9095 -0.3278
H 0.5828 2.3472 1.1877
H 1.8994 -0.6427 -0.8599
H 2.5357 0.5687 0.4932
```

Atom charges from the Löwdin analysis, given in e for atoms 1 to 2:
1. C -0.093
2. N -0.014

---

Version iii
# C3H11N2

C3H11N2 as an isolated structure (ωB97M-V with the def2-TZVPD basis set, the OMol25 dataset).

Values from the calculation:
highest occupied orbital energy = -14.4 eV
net charge = +1
Kohn-Sham gap = 10.83 eV
molecular weight = 75.13 g/mol

XYZ file:
```
16
C3H11N2 | the OMol25 dataset | ωB97M-V with the def2-TZVPD basis set
C -1.2916 -0.9015 -2.0807
N 0.0840 -0.2346 -1.7697
H -2.1961 -0.3302 -1.6798
H -1.3037 -1.9372 -1.7959
H -1.3715 -1.1230 -3.1352
H 0.1180 0.5833 -2.3138
H 0.1025 0.2491 -0.5615
H 0.9591 -0.8105 -1.6699
C -0.2607 -0.4335 1.8095
C 1.1816 1.2793 1.5381
N 0.4310 0.5893 0.8625
H -0.7015 0.2333 2.5927
H -0.9205 -1.1532 1.3042
H 0.6099 -1.0125 2.1919
H 1.4835 2.2734 1.3977
H 1.8388 0.8786 2.4185
```

Atom charges from the Löwdin analysis, given in e for atoms 1 to 2:
1. C -0.042
2. N 0.048

---

Of them, version iii has the lowest stability.

---

Version i
# C3H11N2

An isolated ion of composition C3H11N2 and charge +1 (ωB97M-V with the def2-TZVPD basis set, the OMol25 dataset).

Values from the calculation:
highest occupied orbital energy = -14.8 eV
net charge = +1
Kohn-Sham gap = 11.45 eV
molecular weight = 75.13 g/mol

XYZ file:
```
16
C3H11N2 | the OMol25 dataset | ωB97M-V with the def2-TZVPD basis set
C 1.5025 0.9398 -0.1213
N 0.3555 0.1777 0.3769
C 0.4388 -1.3306 0.1181
C -0.8653 0.7188 -0.2797
N -2.1681 -0.1826 -0.0488
H 1.6369 0.6052 -1.2401
H 1.1505 2.0469 -0.1468
H 2.5031 0.9084 0.5122
H 0.2596 0.1893 1.3805
H 0.2940 -1.5593 -0.9320
H 1.3653 -1.7012 0.3453
H -0.3812 -1.8377 0.7117
H -1.0478 1.7059 0.0960
H -0.6576 0.8061 -1.3327
H -2.0498 -1.0600 -0.4135
H -2.3363 -0.4268 0.9741
```

Atom charges from the Löwdin analysis, given in e for atoms 1 to 2:
1. C -0.028
2. N -0.214

---

Version ii
# C3H11N2

An isolated ion of composition C3H11N2 and charge +1 (ωB97M-V with the def2-TZVPD basis set, the OMol25 dataset).

Values from the calculation:
highest occupied orbital energy = -14.5 eV
net charge = +1
Kohn-Sham gap = 11.17 eV
molecular weight = 75.13 g/mol

XYZ file:
```
16
C3H11N2 | the OMol25 dataset | ωB97M-V with the def2-TZVPD basis set
C -1.0143 -1.2759 -1.0081
N -0.8538 -0.6832 0.3809
C 0.5693 -0.5147 0.7290
C 1.2812 0.7488 0.0341
N 0.0761 1.6382 -0.0228
H -0.5284 -2.3089 -0.9949
H -0.5926 -0.5961 -1.7155
H -2.1209 -1.3472 -1.2508
H -1.2169 -1.4288 0.9646
H 1.0893 -1.4207 0.4391
H 0.7516 -0.3914 1.7621
H 1.8210 0.5043 -0.9553
H 2.0829 1.1626 0.5927
H -0.7337 1.0038 0.1902
H -0.0054 2.2593 0.7474
H -0.1195 2.1292 -0.8168
```

Atom charges from the Löwdin analysis, given in e for atoms 1 to 2:
1. C -0.067
2. N -0.155

---

Version iii
# C3H11N2

A 2-piece molecular cluster, C3H11N2 overall (ωB97M-V with the def2-TZVPD basis set, the OMol25 dataset).

Values from the calculation:
highest occupied orbital energy = -14.7 eV
net charge = +1
Kohn-Sham gap = 11.57 eV
molecular weight = 75.13 g/mol

XYZ file:
```
16
C3H11N2 | the OMol25 dataset | ωB97M-V with the def2-TZVPD basis set
C 0.7953 -2.7192 1.0938
N 0.1138 -1.7838 1.6150
H 1.3464 -2.5415 0.1739
H 0.9747 -3.6615 1.6075
H -0.4952 -2.1749 2.3371
H -0.2292 -0.4049 0.2826
C 0.6095 2.0971 -0.8155
C -0.4717 1.0844 -1.2276
N -0.9479 0.2739 -0.0494
H 0.6408 2.0750 0.2775
H 1.5972 1.9532 -1.2364
H 0.3014 3.1037 -1.0884
H -1.3274 1.5672 -1.6709
H -0.0408 0.3592 -1.9149
H -0.9869 0.9018 0.7619
H -1.8801 -0.1296 -0.1461
```

Atom charges from the Löwdin analysis, given in e for atoms 1 to 2:
1. C -0.066
2. N 0.002

---

Version iv
# C3H11N2

A 2-piece molecular cluster, C3H11N2 overall (ωB97M-V with the def2-TZVPD basis set, the OMol25 dataset).

Values from the calculation:
highest occupied orbital energy = -12.8 eV
net charge = +1
Kohn-Sham gap = 7.94 eV
molecular weight = 75.13 g/mol

XYZ file:
```
16
C3H11N2 | the OMol25 dataset | ωB97M-V with the def2-TZVPD basis set
C -3.1325 0.0962 0.2447
C 2.6154 0.4837 0.6150
C -1.8233 0.3651 -0.3887
N -0.7700 -0.3852 -0.6021
N 2.3252 -0.5315 -0.3502
H -3.9670 0.3448 -0.3480
H -3.1612 0.7339 1.0913
H -3.2213 -0.9889 0.5349
H 3.7697 0.4849 0.9987
H 2.3248 1.4584 0.1531
H 2.1403 0.0860 1.5325
H -1.7159 1.2970 -0.9074
H 0.0837 -0.0384 -1.0162
H -0.6243 -1.3754 -0.4287
H 2.3175 -1.4356 0.1224
H 2.8389 -0.5950 -1.2514
```

Atom charges from the Löwdin analysis, given in e for atoms 1 to 2:
1. C 0.001
2. C -0.218

---

Of them, version i has the lowest stability.

---

Version i
# C3H3BrClNO

One molecule with the formula C3H3BrClNO (ωB97M-V with the def2-TZVPD basis set, the OMol25 dataset).

Values from the calculation:
highest occupied orbital energy = -9.6 eV
net charge = 0
Kohn-Sham gap = 9.50 eV
molecular weight = 184.42 g/mol

XYZ file:
```
10
C3H3BrClNO | the OMol25 dataset | ωB97M-V with the def2-TZVPD basis set
O -1.1787 -1.8541 -0.7957
C -0.6468 -0.8577 -0.3746
C 0.4744 0.0207 -0.9137
C 0.6439 0.6792 0.4517
Cl 0.4641 2.3896 0.5080
N -0.7396 -0.2106 0.8356
Br -1.9227 -0.4303 2.2494
H 1.4870 -0.4531 -1.3634
H 0.0902 0.5432 -1.7330
H 1.3283 0.1729 1.1357
```

Atom charges from the Löwdin analysis, given in e for atoms 1 to 2:
1. O 0.074
2. C -0.593

---

Version ii
# C3H3BrClNO

One molecule with the formula C3H3BrClNO (ωB97M-V with the def2-TZVPD basis set, the OMol25 dataset).

Values from the calculation:
highest occupied orbital energy = -9.2 eV
net charge = 0
Kohn-Sham gap = 8.52 eV
molecular weight = 184.42 g/mol

XYZ file:
```
10
C3H3BrClNO | the OMol25 dataset | ωB97M-V with the def2-TZVPD basis set
C -0.4404 -0.9971 -0.3573
C 0.9475 -0.2853 -0.2164
C 0.4864 0.9483 0.4797
N -1.2188 -0.0367 0.1465
O -0.6945 -2.0852 -0.7853
Cl 0.4583 2.4176 -0.3284
Br -3.0210 0.0344 0.3364
H 1.6288 -0.9052 0.3648
H 1.3685 -0.0973 -1.2016
H 0.4852 1.0065 1.5615
```

Atom charges from the Löwdin analysis, given in e for atoms 1 to 2:
1. C -0.661
2. C -0.137

---

Of them, version ii has the lowest stability.

---

Version i
# C3H7NO3

One molecule with the formula C3H7NO3 (ωB97M-V with the def2-TZVPD basis set, the OMol25 dataset).

Values from the calculation:
highest occupied orbital energy = -9.4 eV
net charge = 0
Kohn-Sham gap = 10.15 eV
molecular weight = 105.09 g/mol

XYZ file:
```
14
C3H7NO3 | the OMol25 dataset | ωB97M-V with the def2-TZVPD basis set
C -0.4866 1.1428 1.5692
N -0.7875 0.6557 0.4366
C -0.2963 -0.8263 0.0755
O 0.4877 -1.4150 1.0544
C 0.5003 -0.5571 -1.1561
O -0.2342 -0.4562 -2.2985
O 1.0658 0.9099 -0.6878
H -1.1335 1.9219 1.9541
H 0.4138 0.8971 2.1325
H -1.2256 -1.3681 -0.1404
H 0.0644 -1.2632 1.9151
H 1.3817 -1.1768 -1.3109
H -1.0386 0.0490 -2.1110
H 1.2887 1.4861 -1.4325
```

Atom charges from the Löwdin analysis, given in e for atoms 1 to 2:
1. C -0.080
2. N 0.014

---

Version ii
# C3H7NO3

One molecule with the formula C3H7NO3 (ωB97M-V with the def2-TZVPD basis set, the OMol25 dataset).

Values from the calculation:
highest occupied orbital energy = -8.9 eV
net charge = 0
Kohn-Sham gap = 9.50 eV
molecular weight = 105.09 g/mol

XYZ file:
```
14
C3H7NO3 | the OMol25 dataset | ωB97M-V with the def2-TZVPD basis set
O -1.9518 -0.3015 -0.6079
C -0.9391 -0.9583 -0.5687
O -0.2463 -1.5202 -1.7652
N -0.1760 -1.0364 0.5750
C 0.6290 -0.0621 1.0783
C 0.5916 1.3658 0.4618
O 1.6844 2.0792 0.7658
H 0.0371 -0.6323 -2.0393
H -0.2573 -1.7327 1.2421
H 0.5664 0.0616 2.1646
H 1.6432 -0.5566 0.9996
H -0.4544 1.6684 0.8253
H 0.5339 1.3113 -0.6231
H 1.5840 3.0025 0.4366
```

Atom charges from the Löwdin analysis, given in e for atoms 1 to 2:
1. O 0.145
2. C -0.448

---

Version iii
# C3H7NO3

One molecule with the formula C3H7NO3 (ωB97M-V with the def2-TZVPD basis set, the OMol25 dataset).

Values from the calculation:
highest occupied orbital energy = -10.8 eV
net charge = 0
Kohn-Sham gap = 11.39 eV
molecular weight = 105.09 g/mol

XYZ file:
```
14
C3H7NO3 | the OMol25 dataset | ωB97M-V with the def2-TZVPD basis set
C -0.3560 -0.5216 1.0581
C -0.6200 -0.2384 -0.4050
C 0.7020 0.2970 -1.0499
O -1.7093 0.5954 -0.4892
N -1.0795 -1.5211 -1.1842
O -0.2766 -2.4427 -1.2265
O -2.1694 -1.4617 -1.6984
H -1.2556 -0.3044 1.5465
H 0.4431 -0.0271 1.4553
H -0.0269 -1.5680 1.3137
H 0.3506 0.6404 -2.0502
H 1.3884 -0.4427 -1.2101
H 0.9638 1.1737 -0.5893
H -2.0452 1.0787 0.2908
```

Atom charges from the Löwdin analysis, given in e for atoms 1 to 2:
1. C 0.005
2. C -0.496

---

Of them, version iii has the lowest stability.